Record 1
DFT (ωB97M-V/def2-TZVPD) results for 2 unconnected molecules or ions with the total composition CHF3O2S.

The HOMO energy comes out at -12.0 eV. The calculation puts the HOMO-LUMO gap at 10.9 eV. The calculation puts the energy at -886.95835 Ha.

Last column: Löwdin charge in e.
Geometry (Å):
C  -1.62026  0.17601  -0.04133  -0.48
O  2.67043  0.73602  0.62079  -0.43
O  2.41943  -1.56650  -0.04685  -0.44
F  -1.79541  0.25498  1.25350  0.15
F  -1.35563  1.44514  -0.50031  0.08
F  -0.61347  -0.56476  -0.49450  0.11
S  2.79630  -0.22541  -0.43073  0.87
H  -2.50139  -0.25549  -0.36056  0.14


Record 2
DFT (ωB97M-V/def2-TZVPD) results for 2 unconnected molecules or ions with the total composition CHF3O2S.

The HOMO energy (alpha / beta) comes out at -10.2 / -10.2 eV. The calculation puts the HOMO-LUMO gap (alpha / beta) at 8.1 / 8.1 eV. The calculation puts the energy at -886.81796 Ha. As for the SMILES: O=S(=O)=C(F)F.F.

Last column: Löwdin charge in e.
Geometry (Å):
O  2.14548  -0.12022  -1.32287  -0.39
S  1.08819  0.70039  -0.73442  0.82
O  1.61486  1.91835  -0.13039  -0.42
C  0.42979  -0.17668  0.88405  -0.33
F  -0.69605  0.29080  1.30714  0.10
F  0.15454  -1.41666  0.87529  0.15
F  -1.84952  -0.66099  -0.32204  -0.16
H  -2.88729  -0.53499  -0.55676  0.24


Record 3
DFT (ωB97M-V/def2-TZVPD) results for a molecular structure, CHF3O3PS.

As for the total charge: -1. The HOMO energy comes out at -3.4 eV. The calculation puts the HOMO-LUMO gap at 7.1 eV. The calculation puts the energy at -1303.63951 Ha.

Last column: Löwdin charge in e.
Geometry (Å):
C  -1.08507  1.14341  -0.14739  -0.79
O  -1.84682  -1.63452  0.49069  -0.75
O  2.39919  -0.23290  0.24505  -0.44
O  1.45652  -2.43715  -0.68122  -0.52
F  -0.19952  1.29082  0.81350  0.06
F  -2.22127  1.86249  0.13242  0.04
F  -0.63307  1.57899  -1.34212  0.02
P  1.12089  -1.45002  0.32505  0.64
S  -1.28767  -0.78782  -0.60254  0.67
H  2.29682  0.66670  0.76655  0.06


Record 4
DFT (ωB97M-V/def2-TZVPD) results for 2 unconnected molecules or ions with the total composition CHF3OS2.

The HOMO energy (alpha / beta) comes out at -10.1 / -10.1 eV. The calculation puts the HOMO-LUMO gap (alpha / beta) at 7.1 / 7.0 eV. The calculation puts the energy at -1209.81509 Ha.

Last column: Löwdin charge in e.
Geometry (Å):
C  0.95234  -1.21468  -1.47265  -0.41
O  -1.43257  3.13926  1.34801  -0.57
F  1.01030  -0.11556  -0.67266  0.08
F  0.70980  -0.79161  -2.76297  0.09
F  2.12593  -1.86284  -1.46236  0.12
S  -1.92061  1.87371  2.05300  0.50
S  -1.67312  0.70686  3.93489  0.07
H  0.22794  -1.73514  -0.96528  0.14


Record 5
DFT (ωB97M-V/def2-TZVPD) results for a molecular structure, CHF3OS2.

The HOMO energy (alpha / beta) comes out at -9.6 / -9.6 eV. The calculation puts the HOMO-LUMO gap (alpha / beta) at 6.6 / 6.6 eV. The calculation puts the energy at -1209.80901 Ha.

Last column: Löwdin charge in e.
Geometry (Å):
C  -1.06765  -0.54925  0.01393  -0.81
O  -0.50387  1.90056  -0.92453  -0.49
F  -0.20595  -1.38287  -0.55282  0.10
F  -2.12685  -0.42930  -0.77464  0.13
F  -1.46029  -1.06937  1.17519  0.11
S  2.28121  0.33914  0.74067  0.25
S  -0.31870  1.21606  0.32916  0.95
H  3.40211  -0.02498  -0.00697  -0.24


Record 6
DFT (ωB97M-V/def2-TZVPD) results for a molecular structure, CHF3S3.

The HOMO energy comes out at -9.3 eV. The calculation puts the HOMO-LUMO gap at 8.1 eV. The calculation puts the energy at -1532.73514 Ha.

Last column: Löwdin charge in e.
Geometry (Å):
C  0.22292  0.05267  -0.22897  -1.09
F  1.14303  2.26413  0.37228  -0.45
F  0.63336  -2.43856  -0.00032  -0.44
F  -2.10103  -0.43539  1.25804  -0.55
S  1.02001  1.39984  -1.00247  0.84
S  0.44692  -1.33081  -1.21415  0.86
S  -1.92130  0.53394  -0.05445  0.74
H  0.55609  -0.04583  0.87004  0.10


Record 7
DFT (ωB97M-V/def2-TZVPD) results for CHFI2S in the gas phase.

The HOMO energy comes out at -9.1 eV. The calculation puts the HOMO-LUMO gap at 8.1 eV. The calculation puts the energy at -1132.10059 Ha. As for the SMILES: F[C@H](I)SI.

Last column: Löwdin charge in e.
Geometry (Å):
F  -0.53152  -1.24321  -0.93426  -0.11
C  -0.58664  -0.22665  -0.05327  -1.10
I  -2.44133  0.79378  0.15891  0.79
S  0.87562  1.26053  -0.32623  0.03
I  2.89525  -0.03757  0.09850  0.32
H  -0.21139  -0.54688  1.05634  0.07


Record 8
DFT (ωB97M-V/def2-TZVPD) results for CHFIN in the gas phase.

The HOMO energy comes out at -10.3 eV. The calculation puts the HOMO-LUMO gap at 9.7 eV. The calculation puts the energy at -490.91777 Ha. As for the SMILES: F/N=C/I.

Last column: Löwdin charge in e.
Geometry (Å):
F  1.67499  1.00113  -0.06724  -0.11
N  0.36685  0.76120  0.42865  -0.05
C  -0.15431  -0.22266  -0.08648  -0.60
I  -2.10579  -0.87808  0.71806  0.70
H  0.21827  -0.66159  -0.99300  0.05


no.,F_max (eV/Å)
1,2.6
2,6.2
3,4.1
4,4.9
5,2.5
6,3.0
7,4.4
8,2.8